# C10H23O12V

C10H23O12V as an isolated structure (ωB97M-V/def2-TZVPD, the Open Molecules 2025 dataset).

Values from the calculation:
Electronic energy, eV: -60998.778
Charge: -1
F_max, Eh/bohr: 0.0926
Multiplicity: 4
HOMO energy (spin up / spin down), eV: -0.98 / -3.04

Geometry (Å):
V1 -0.318 0.316 -0.600
O1 -1.923 -0.758 -0.168
H1 -2.892 -0.860 -0.236
O2 1.621 0.838 -0.565
H2 2.444 1.029 -1.057
C1 -1.239 3.033 -2.622
O3 -1.305 1.866 -1.828
H3 -0.246 3.155 -3.053
H4 -1.956 3.050 -3.443
H5 -1.359 3.935 -2.022
C2 -2.193 3.529 2.334
O4 -1.051 2.878 2.990
C3 -0.353 1.849 2.361
O5 -0.522 1.562 1.160
O6 0.692 1.421 3.045
C4 1.268 1.956 4.273
H6 -1.898 4.293 1.616
H7 -2.872 3.974 3.062
H8 -2.780 2.815 1.755
H9 0.608 2.141 5.121
H10 1.790 2.894 4.085
H11 2.053 1.261 4.572
C5 2.997 -1.004 2.251
O7 2.047 -2.056 2.210
C6 0.968 -2.030 1.518
O8 0.587 -1.290 0.616
O9 0.342 -3.198 1.899
C7 -1.040 -3.481 1.532
H12 2.843 -0.365 3.120
H13 2.891 -0.368 1.372
H14 4.064 -1.225 2.268
H15 -1.832 -3.123 2.189
H16 -1.150 -4.565 1.561
H17 -1.120 -3.101 0.514
C8 1.890 -3.022 -2.713
O10 0.950 -2.568 -3.595
C9 0.199 -1.465 -3.428
O11 -0.008 -0.841 -2.367
O12 -0.564 -1.334 -4.569
C10 -1.748 -0.559 -4.447
H18 2.629 -2.301 -2.364
H19 2.401 -3.845 -3.212
H20 1.420 -3.481 -1.843
H21 -1.536 0.496 -4.269
H22 -2.432 -0.922 -3.680
H23 -2.364 -0.529 -5.345

Forces on atoms 1 to 2 (eV/Å):
V -0.126 1.424 -1.037
O -1.760 -1.110 0.449

Results of the natural (NBO) charge analysis, in e, for atoms 1 through 5: 1.209 -1.219 0.433 -1.222 0.430

=====

# C2H4OTl

C2H4OTl as an isolated structure (ωB97M-V/def2-TZVPD, the Open Molecules 2025 dataset).

Values from the calculation:
Energy above the lowest of the compared OMol25 structures with the same formula, charge and spin, kcal per mole: 34.58
Electronic energy, eV: -8871.393
Charge: +1
F_max, Eh/bohr: 0.0552
Multiplicity: 1
HOMO energy, eV: -12.94

Geometry (Å):
H1 -0.903 -0.161 -1.320
Tl1 -2.030 -0.089 1.420
C1 0.386 1.787 -0.299
H2 -0.662 1.980 -0.057
H3 1.167 2.364 0.197
C2 0.731 0.940 -1.286
O1 0.069 -0.167 -1.648
H4 1.715 0.994 -1.761

Forces on atoms 1 to 2 (eV/Å):
H 2.409 0.176 -0.944
Tl 0.202 0.050 0.133

Results of the natural (NBO) charge analysis, in e, for atoms 1 through 5: 0.446 0.975 -0.622 0.157 0.250

=====

# C5H11AuClCoF3

C5H11AuClCoF3 as an isolated structure (ωB97M-V/def2-TZVPD, the Open Molecules 2025 dataset).

Values from the calculation:
Energy above the lowest of the compared OMol25 structures with the same formula, charge and spin, kcal per mole: 90.28
Electronic energy, eV: -67347.509
Charge: -1
F_max, Eh/bohr: 0.1247
Multiplicity: 7
HOMO energy (spin up / spin down), eV: -3.54 / -3.98

Geometry (Å):
Au1 1.023 -0.166 -3.594
Cl1 0.789 -2.768 -2.873
C1 2.498 1.201 -3.247
C2 -0.305 -1.379 -4.643
H1 3.385 1.175 -3.904
H2 1.919 2.131 -3.231
H3 2.668 0.935 -2.194
H4 -0.490 -1.014 -5.658
H5 -1.215 -1.364 -4.037
H6 0.008 -2.461 -4.610
Co1 -0.285 0.422 0.826
C3 -1.751 -0.902 0.884
C4 -0.818 1.932 0.578
H7 -2.625 -0.472 0.354
H8 -1.630 -1.978 0.675
H9 -1.623 -0.672 1.964
H10 -1.856 1.514 0.801
H11 -0.188 2.818 0.392
F1 1.407 0.166 2.428
C5 1.213 -0.472 1.219
F2 2.275 -0.182 0.393
F3 1.171 -1.818 1.382

Forces on atoms 1 to 2 (eV/Å):
Au 0.037 -1.703 -0.445
Cl 1.299 -0.683 2.489

Results of the natural (NBO) charge analysis, in e, for atoms 1 through 5: 0.559 -0.659 -1.161 -0.906 0.200

=====

# C2H3N3O2

One molecule with the formula C2H3N3O2 (ωB97M-V/def2-TZVPD, the Open Molecules 2025 dataset).

Values from the calculation:
Energy above the lowest of the compared OMol25 structures with the same formula, charge and spin, kcal per mole: 145.03
Electronic energy, eV: -10682.168
Charge: 0
F_max, Eh/bohr: 0.0792
Multiplicity: 1
HOMO energy, eV: -9.80

Geometry (Å):
C1 -1.053 0.764 -0.006
C2 0.304 0.351 -0.290
H1 1.095 -1.251 1.035
H2 -1.437 1.754 0.029
H3 1.166 1.929 -0.020
N1 0.204 -1.018 -0.622
N2 -1.806 -0.291 0.031
N3 1.464 0.897 -0.096
O1 1.075 -1.765 0.101
O2 -1.012 -1.370 -0.161

Forces on atoms 1 to 2 (eV/Å):
C -0.528 -1.358 -1.277
C 2.346 0.730 0.169

Results of the natural (NBO) charge analysis, in e, for atoms 1 through 5: -0.109 0.280 0.451 0.231 0.340